Here is a 20-piece molecular cluster, C76H201N9O40 overall from the Open Molecules 2025 dataset. Energies are from ωB97M-V/def2-TZVPD.

XYZ file:
```
326
Properties=species:S:1:pos:R:3:forces:R:3:lowdin_charge:R:1
C 4.64317 -2.77630 -2.11921 -0.8446 1.5430 0.2591 -0.27
C 3.87755 -2.61693 -0.79209 -0.0915 1.0044 -1.6537 -0.20
O 2.64835 -3.35430 -0.89480 0.5432 0.7456 0.8000 -0.07
O 5.22357 -4.00612 -2.14379 1.1915 -1.9179 -0.1969 -0.04
H 5.42834 -2.04487 -2.31054 0.0914 0.2243 0.4854 0.10
H 3.96065 -2.65430 -2.96027 -0.4638 0.1098 -0.0665 0.11
H 3.58120 -1.57677 -0.65664 0.0440 0.1113 0.0816 0.10
H 4.57908 -2.86197 0.00536 -0.3707 -0.4726 0.3996 0.12
H 2.84023 -4.29492 -0.89887 -0.1825 -0.5473 -0.1062 0.03
H 4.59996 -4.63301 -1.77000 -0.0371 -0.4175 -0.2303 0.03
C -4.20590 0.45949 4.62974 1.0069 1.5296 -0.2159 -0.17
C -3.00251 1.45277 4.93115 -2.4597 -0.3562 -0.9105 -0.17
O -2.26732 1.75476 3.73138 1.0441 -0.3079 1.8390 -0.10
O -5.40651 1.13230 4.11374 1.4671 -0.5556 1.5829 -0.07
H -4.26919 -0.08238 5.57339 -1.3497 0.0792 0.0774 0.11
H -3.84222 -0.29894 3.93647 -0.0385 0.1455 -0.2615 0.09
H -2.53679 1.02869 5.82074 1.5170 -0.4342 -0.8587 0.10
H -3.37976 2.36772 5.38793 -0.4568 0.3665 -0.3923 0.10
H -2.86473 1.91579 2.99738 -0.7185 0.0456 -0.1494 0.02
H -5.56435 0.85993 3.20682 0.0906 -0.2685 -0.0481 0.01
C -5.87382 1.43633 0.71444 1.0026 1.6037 -1.1001 -0.18
C -4.36507 1.88733 0.44300 -1.3389 -0.9181 1.3164 -0.13
O -3.62607 2.43270 1.57249 -0.9779 -0.2804 -1.1382 -0.07
O -6.13988 0.38225 1.59859 0.3619 -0.3264 0.2495 -0.08
H -6.27953 1.16635 -0.26055 0.2358 0.0002 -0.3675 0.12
H -6.44027 2.31817 1.01375 0.0359 0.2207 0.2750 0.13
H -4.50953 2.65102 -0.32121 0.4875 -0.1487 -0.2179 0.11
H -3.80227 1.01600 0.10812 -0.0033 0.2389 -0.2442 0.09
H -3.88841 3.35233 1.65647 -0.0039 0.1868 0.1973 0.10
H -7.09190 0.25939 1.58558 -0.1422 -0.2212 0.2649 0.13
C -1.77924 -2.89666 5.77036 1.3651 2.4366 -1.1562 -0.20
C -2.36570 -2.88616 4.34323 -0.8626 -0.9150 1.2119 -0.22
O -3.78924 -2.86871 4.44754 0.3087 -0.5704 0.3455 -0.08
O -0.35969 -3.06873 5.65225 -0.5390 -1.5771 0.6674 -0.10
H -2.20252 -3.57899 6.50750 -0.0128 -0.2893 -0.5187 0.13
H -1.92043 -1.87353 6.11873 -0.4056 0.1011 0.6208 0.10
H -1.96363 -3.81821 3.94609 -0.1948 -0.0982 -0.8159 0.09
H -2.08257 -2.02601 3.73654 0.6876 -0.0051 0.2362 0.11
H -4.14674 -2.49315 3.63962 -0.1604 0.1390 -0.3712 0.02
H 0.09582 -2.26980 5.37689 -0.4080 0.4438 -0.4286 0.02
C 0.94693 -1.30925 7.86564 0.9629 1.7796 -0.1456 -0.25
C 0.89269 0.22730 7.72335 -1.9373 -0.9724 -0.2128 -0.26
O 2.03384 0.85344 7.22806 0.4831 -0.8148 0.3446 -0.05
O 1.63550 -1.63832 9.02589 0.5253 -0.8227 1.4711 -0.06
H 1.49892 -1.71028 7.01559 -0.4841 -0.2483 -0.3261 0.10
H -0.06085 -1.70480 7.99228 0.1228 -0.0580 -0.3773 0.12
H 0.54575 0.61411 8.68154 0.3514 0.1871 0.4280 0.12
H 0.03092 0.39243 7.07667 -0.1397 0.2847 -0.5633 0.10
H 1.73330 1.65141 6.78702 0.2149 0.5807 -0.2034 0.03
H 2.47638 -1.17678 9.06458 0.0504 0.0852 -0.1724 0.09
C -4.98526 -2.63509 0.92967 1.2519 -0.2907 0.3039 -0.19
C -4.17782 -2.50784 -0.36104 -1.1297 -0.1680 0.1907 -0.21
O -4.39858 -1.23909 -0.96712 0.8881 0.8409 0.1568 -0.08
O -4.51797 -1.75215 1.96053 -0.1131 -0.0577 -0.7727 -0.10
H -4.79765 -3.60926 1.38121 -0.6729 -0.3743 -0.5170 0.12
H -6.02327 -2.39448 0.69997 -0.2456 -0.4910 0.1661 0.12
H -4.50939 -3.26790 -1.06847 0.1791 -0.3731 0.2077 0.10
H -3.12461 -2.64342 -0.11514 0.1018 0.3351 -0.2872 0.12
H -5.24720 -1.17175 -1.41088 -0.0964 -0.4946 0.0555 0.09
H -5.03355 -0.96705 1.76206 0.1213 0.7676 0.4797 0.03
C -3.55556 -6.47641 2.67923 0.7321 0.7252 0.9776 -0.22
C -2.36840 -6.73386 3.65260 -1.5397 -1.7098 -0.4620 -0.20
O -2.58947 -8.04510 4.20708 0.3106 0.0945 0.4767 -0.08
O -3.58817 -7.37277 1.56863 0.5102 0.4987 0.1727 -0.07
H -3.43469 -5.42270 2.42788 -0.0443 0.0490 -1.0816 0.09
H -4.51816 -6.49030 3.19041 0.1332 -0.2996 0.3898 0.12
H -2.37914 -6.04693 4.49884 -0.0466 0.1180 -0.1874 0.11
H -1.39935 -6.73788 3.15356 -0.0376 0.4444 -0.2209 0.10
H -2.41802 -8.69376 3.52046 0.0537 0.0320 -0.1256 0.07
H -4.25512 -8.04610 1.72164 -0.0133 0.0912 0.1549 0.09
C -0.14862 -1.30199 0.65444 2.2832 0.4992 1.1743 -0.13
C -1.03052 -0.19640 1.33931 0.7059 0.0108 -0.8801 -0.16
O -0.27097 0.68399 2.23329 0.2934 -1.8930 -1.7528 -0.08
O 1.16359 -0.83247 0.12419 -1.4578 0.8205 0.4525 -0.10
H -0.57498 -1.92747 -0.12984 -0.8440 0.4697 0.0621 0.11
H 0.17480 -1.97497 1.44854 -0.4570 -0.1182 0.1603 0.07
H -1.84188 -0.74321 1.81972 0.1125 -0.0914 0.5912 0.10
H -1.55945 0.35558 0.56236 0.2983 0.5816 -0.1073 0.09
H -0.86327 1.25305 2.73023 -0.7543 -0.0355 0.3930 0.03
H 1.54758 -1.58174 -0.33706 0.0145 -0.4312 -0.0617 0.02
C 4.90710 -6.22952 0.35923 -0.8890 -1.6064 0.7674 -0.18
C 3.46373 -6.79747 -0.03197 1.9140 0.4351 -0.2102 -0.15
O 3.10340 -6.11694 -1.23816 -0.5873 -0.1120 -0.2836 -0.10
O 5.99582 -6.97627 -0.21800 -1.2510 -0.0177 -0.5612 -0.06
H 4.96632 -6.32740 1.44321 0.0936 0.3924 0.1865 0.10
H 4.90307 -5.18785 0.03827 0.2455 0.0221 0.2602 0.08
H 2.68629 -6.58070 0.70062 0.2898 0.5529 0.1665 0.10
H 3.42521 -7.88216 -0.13228 0.4363 -0.0200 -0.2160 0.12
H 3.42210 -6.60333 -2.00200 0.0542 -0.1138 -0.0664 0.11
H 6.85156 -6.75549 0.15692 -0.2391 0.3498 0.2338 0.09
C 1.77955 3.47424 3.50797 0.4091 -0.0400 -0.6298 -0.24
C 0.84917 3.05920 4.61372 0.3084 -0.8445 -0.4414 -0.19
O 1.42915 3.17330 5.91803 -0.3239 -0.1540 -0.2920 -0.05
O 1.96728 4.85816 3.52651 0.2348 1.0289 0.4275 -0.06
H 1.36334 3.20925 2.53605 -0.4519 -0.4121 -0.1212 0.11
H 2.77711 3.03495 3.50693 -0.1992 -0.4242 0.5426 0.10
H 0.58843 2.02142 4.40609 0.0679 -0.2536 0.5371 0.11
H -0.08972 3.60663 4.53063 -0.0392 0.2328 0.1428 0.11
H 1.29202 4.05614 6.26928 0.0436 0.0514 -0.0679 0.11
H 1.16736 5.16803 3.95745 -0.2021 0.7336 -0.3110 0.03
C 3.15793 -1.07938 3.12248 -0.7451 -1.4594 1.2588 -0.23
C 2.30729 -1.30863 4.39997 -0.0822 0.8369 -0.3114 -0.18
O 0.90319 -1.24963 4.06105 0.8577 -0.4378 0.4675 -0.10
O 2.92194 0.20683 2.62153 0.1537 0.1492 0.0216 -0.05
H 2.83285 -1.88664 2.46616 0.0138 0.1894 -0.6357 0.10
H 4.21218 -1.26591 3.32710 0.1879 0.3012 0.1209 0.11
H 2.56153 -0.54824 5.13840 -0.1445 0.3910 -0.0193 0.10
H 2.45134 -2.24168 4.94473 0.2404 -0.3765 -0.5667 0.11
H 0.76464 -0.52060 3.45202 -0.2190 0.6575 -0.2567 0.04
H 2.46398 0.12826 1.78147 -0.3003 -0.0026 -0.3199 0.06
C 9.92281 2.45902 -2.47180 -0.2377 -0.6418 0.2492 -0.12
O 8.59768 2.52380 -2.92250 -1.7335 -0.1565 -0.9439 -0.20
C 7.84658 1.32127 -3.21374 1.4777 -1.6409 1.0645 -0.16
C 7.72516 0.35880 -1.95949 -0.1524 2.2613 -1.0642 -0.20
N 7.07957 1.14672 -0.94920 -1.2109 -0.6380 1.5375 -0.05
C 6.92209 0.39362 0.28854 0.3169 0.5995 1.2842 -0.20
C 5.97426 0.98807 1.30338 -2.0376 0.7145 -0.3554 -0.24
O 6.31147 2.28425 1.76356 0.5759 0.5968 -0.5922 -0.17
C 5.27020 2.99450 2.41869 -0.0962 -0.5456 0.2187 -0.10
H 10.46666 1.64214 -2.94618 0.1966 -0.0578 -0.0703 0.09
H 9.91819 2.31048 -1.39198 0.2894 -0.1390 0.2291 0.08
H 10.41820 3.40826 -2.67584 -0.1629 -0.0353 -0.1608 0.09
H 8.30560 0.67153 -3.95887 0.7105 0.3605 -0.4523 0.11
H 6.87612 1.53844 -3.66001 0.0256 0.6125 0.5782 0.09
H 8.69255 -0.00553 -1.61378 0.4356 -0.1422 -0.2777 0.11
H 7.10904 -0.50410 -2.21226 -0.0694 0.0161 -0.1166 0.10
H 7.51685 2.03287 -0.74037 0.2449 0.0284 -0.3613 0.11
H 7.82438 0.30605 0.89377 0.8959 -0.4350 -0.4672 0.12
H 6.53755 -0.60233 0.06870 0.0825 -0.0997 -0.0610 0.11
H 5.76923 0.37137 2.17845 0.4512 -0.5416 0.0465 0.11
H 5.01245 1.02712 0.79202 -0.4992 0.2983 -0.0717 0.10
H 5.64220 3.93323 2.82919 0.3730 -0.2472 -0.0041 0.10
H 4.85218 2.37388 3.21128 0.0566 -0.0147 0.3285 0.08
H 4.41376 3.26726 1.80208 0.0524 -0.2018 -0.6371 0.06
C 0.56312 -2.13890 -3.68519 -0.2630 0.1743 -1.1797 -0.08
O -0.56451 -3.01241 -3.83435 1.0359 -0.4365 0.4354 -0.20
C -1.80658 -2.38563 -3.57807 0.5328 -0.4752 -0.2583 -0.21
C -2.96265 -3.31897 -3.90139 0.0873 0.4563 0.4039 -0.22
N -3.21808 -3.43386 -5.33099 -0.1145 -0.3066 1.2474 -0.04
C -4.13079 -4.56467 -5.53863 0.5524 0.5704 -2.0182 -0.18
C -4.30944 -4.67504 -7.09987 -1.3117 -1.4328 2.0351 -0.23
O -5.36923 -3.88279 -7.56333 0.5042 0.0465 -1.4189 -0.17
C -5.63091 -4.26136 -8.91766 -1.4850 0.7177 -0.1122 -0.12
H 1.48365 -2.64753 -3.97156 -0.2399 -0.4436 0.2752 0.08
H 0.71429 -1.64178 -2.72700 -0.4204 -0.3816 0.4695 0.07
H 0.47859 -1.34211 -4.42416 -0.1522 0.3310 -0.1452 0.08
H -1.81430 -1.52304 -4.24439 -0.5894 0.5089 0.2659 0.12
H -1.83731 -2.13224 -2.51838 -0.1915 0.4472 0.1366 0.10
H -3.82119 -2.93663 -3.34928 -0.3504 0.1640 -0.2478 0.10
H -2.79911 -4.32474 -3.51439 0.4207 -0.1753 0.5461 0.10
H -2.30124 -3.72772 -5.63620 0.1657 -0.0409 -0.8261 0.11
H -5.04123 -4.45173 -4.95004 -0.3888 0.5613 -0.5665 0.11
H -3.76703 -5.51728 -5.15349 0.6565 -0.2924 -0.0731 0.10
H -4.66401 -5.68528 -7.30431 0.4698 -0.6038 0.0217 0.11
H -3.37149 -4.53638 -7.63757 0.1595 0.3805 0.0872 0.12
H -6.45402 -3.62003 -9.23276 0.2395 0.2864 -0.1852 0.09
H -6.04781 -5.25591 -9.07630 0.1094 -0.5443 0.7888 0.08
H -4.82773 -4.21046 -9.65278 0.5577 0.5104 0.4277 0.09
C 4.17677 0.82931 -3.80641 -0.2592 -0.3517 -1.9675 -0.06
O 4.71889 0.33780 -5.06315 0.8463 -0.1556 0.9818 -0.23
C 4.50608 1.19943 -6.17885 -0.6902 -0.7617 0.5566 -0.20
C 3.15395 0.81981 -6.80921 0.4640 0.7049 -0.0772 -0.22
N 3.06517 -0.57409 -7.19866 -0.9918 0.3667 -0.3808 -0.06
C 3.48251 -0.81759 -8.58347 0.5458 -0.0914 1.4071 -0.20
C 3.61822 -2.31898 -8.88961 0.2996 1.4146 0.4246 -0.22
O 4.60999 -2.82732 -7.97744 -0.7770 -0.7074 -1.1691 -0.20
C 4.74270 -4.26670 -8.13888 0.1048 1.7071 0.6641 -0.08
H 3.10105 0.68620 -3.90861 -0.3060 0.6890 0.4025 0.08
H 4.50051 1.86914 -3.76103 -0.4420 -0.0420 0.7277 0.06
H 4.47053 0.21135 -2.95792 0.5858 0.1044 -0.2218 0.08
H 5.35871 1.04716 -6.84061 -0.1418 -0.2358 -0.2314 0.12
H 4.52599 2.25546 -5.90956 -0.1025 0.1937 0.3045 0.12
H 3.03192 1.53128 -7.62592 -0.2437 -0.3283 -0.5584 0.11
H 2.32017 1.05233 -6.14676 0.1495 0.0892 0.4075 0.10
H 3.56815 -1.09763 -6.49650 0.3022 -0.3840 -0.3663 0.09
H 4.44626 -0.31816 -8.68274 0.6723 -0.3903 -0.5333 0.11
H 2.85834 -0.23961 -9.26497 -0.5378 -0.5174 -0.0490 0.12
H 3.85262 -2.34960 -9.95367 0.7729 -0.4987 -0.1651 0.11
H 2.69047 -2.88499 -8.80587 -0.2678 0.1355 0.4445 0.11
H 5.21119 -4.60101 -7.21322 0.0446 -0.2219 -0.1921 0.09
H 5.38944 -4.44497 -8.99797 -0.1974 -0.4104 -0.0796 0.09
H 3.73833 -4.68200 -8.22177 0.1330 -0.3716 -0.2152 0.08
C -0.40319 7.38202 3.82218 0.8307 -0.3610 0.2733 -0.07
O -0.71657 5.99401 3.75509 0.1824 0.8798 0.3409 -0.24
C -2.04350 5.62804 3.42722 -0.3505 -0.7882 1.1027 -0.17
C -2.94802 5.40621 4.73997 2.2876 -0.0832 -2.4065 -0.20
N -3.17299 6.62836 5.42637 -0.9080 0.2738 0.5225 -0.07
C -3.57378 6.30146 6.77940 -0.9369 3.5475 0.5793 -0.18
C -3.98107 7.63107 7.53546 -0.1061 -0.4988 0.2065 -0.19
O -2.88313 8.48612 7.89311 0.5896 -2.5824 -0.4834 -0.18
C -3.26281 9.77588 8.05311 -0.4851 2.2698 0.3248 -0.18
H 0.63322 7.42120 4.15750 0.0553 -0.0176 0.1278 0.10
H -0.98376 7.92661 4.56680 -0.1407 0.1157 -0.2907 0.08
H -0.37969 7.87489 2.85026 -0.5737 -0.0168 -0.1542 0.07
H -1.84934 4.70221 2.88572 -0.6635 -0.4360 0.1871 0.10
H -2.47327 6.31353 2.69680 -0.2620 0.3759 0.2102 0.12
H -2.40414 4.74790 5.41740 0.3831 -0.6282 -0.2293 0.10
H -3.85171 4.87021 4.44992 -0.3605 0.2610 0.0131 0.11
H -2.41454 7.29519 5.41294 0.0474 -0.4041 0.0497 0.08
H -2.82078 5.82984 7.41079 0.1369 -0.5021 -0.1395 0.12
H -4.50960 5.74705 6.70895 0.1885 -0.4046 0.2443 0.12
H -4.54380 7.31364 8.41334 0.3068 -0.0461 0.6429 0.11
H -4.71739 8.26382 7.03990 0.0563 -0.2939 -0.8987 0.11
H -4.04229 9.91279 8.80262 -0.4079 -0.1522 0.0855 0.09
H -3.58771 10.23563 7.11975 -0.3578 -0.0213 -0.2856 0.09
H -2.46217 10.42945 8.39939 0.4925 -0.4798 0.0329 0.09
C 3.27406 -10.68189 1.94270 1.3885 0.5040 0.3504 -0.08
O 4.10535 -9.51764 1.94735 -0.7734 0.7921 -2.1047 -0.21
C 4.52127 -9.02878 3.18349 0.2658 -1.6524 0.9066 -0.24
C 3.36615 -8.75319 4.09621 0.4623 -0.2345 -0.3215 -0.24
N 2.73765 -7.56223 3.63942 -1.2514 1.3402 0.2260 -0.04
C 1.50947 -7.20165 4.31059 0.5068 -0.0104 1.0696 -0.20
C 1.15908 -5.76708 4.06455 -0.8309 0.2845 0.2258 -0.21
O 0.96123 -5.65213 2.64893 0.1024 0.5793 0.7240 -0.19
C 1.15341 -4.35002 2.14920 -0.2651 0.0926 -1.4344 -0.11
H 2.24898 -10.47422 2.24959 -0.0558 -0.0629 -0.1895 0.08
H 3.74470 -11.38828 2.62653 -0.2828 -0.3991 0.2384 0.09
H 3.36257 -11.10411 0.94170 -0.3470 0.1697 0.0234 0.09
H 5.14719 -8.13865 3.12032 -0.0689 -0.0602 -0.6228 0.12
H 5.12020 -9.86150 3.55222 0.4345 0.1126 0.8651 0.12
H 3.73580 -8.63802 5.11513 0.0302 0.3602 0.1278 0.13
H 2.74784 -9.64997 4.13584 -0.4700 -0.1377 -0.0248 0.11
H 2.51520 -7.40898 2.66621 0.7759 -0.8637 -0.3502 0.09
H 1.66742 -7.41687 5.36740 -0.1536 0.3825 0.2795 0.13
H 0.62955 -7.78893 4.04801 -0.1343 -0.4179 -0.3773 0.11
H 1.82838 -5.01316 4.47897 0.7512 -0.1976 -0.4147 0.12
H 0.24148 -5.51982 4.59840 -0.4249 -0.0786 -0.1215 0.10
H 2.20389 -4.06437 2.09440 0.2488 -0.0790 0.2103 0.09
H 0.59094 -3.50545 2.54723 -0.1403 -0.4171 1.1403 0.06
H 0.77641 -4.37996 1.12691 0.2461 -0.1590 -0.3053 0.08
C -7.35849 -5.52457 0.20553 0.7339 -0.1871 -0.7656 -0.08
O -6.26123 -5.07105 -0.61134 -0.5832 0.4722 0.3034 -0.23
C -5.94251 -5.88275 -1.73954 0.2168 -0.8387 1.1287 -0.19
C -5.05210 -7.09029 -1.29002 -0.3630 1.5136 -2.1051 -0.20
N -4.53710 -7.73662 -2.50574 0.4476 -1.9330 1.0103 -0.06
C -3.46247 -8.76155 -2.16277 -0.1153 1.5423 -0.1784 -0.14
C -2.13384 -8.07211 -1.67137 -1.7482 -1.4385 -0.3861 -0.24
O -1.87318 -7.13828 -2.65788 1.0719 0.7972 0.2061 -0.19
C -0.88357 -6.23078 -2.23357 0.3441 1.4512 -1.3475 -0.11
H -8.24121 -5.75525 -0.39087 -0.0813 0.0651 -0.2691 0.08
H -7.62717 -4.73800 0.91068 0.2898 -0.0452 -0.0208 0.08
H -7.07678 -6.44190 0.72248 -0.0097 0.0208 0.2964 0.08
H -5.37152 -5.27544 -2.44187 -0.0310 0.2005 0.0169 0.10
H -6.87228 -6.20430 -2.20884 0.0141 -0.1917 -0.2528 0.12
H -5.71039 -7.76965 -0.74854 0.5405 -0.1911 0.3403 0.12
H -4.21875 -6.63918 -0.75138 -0.3309 -0.2684 0.7972 0.10
H -4.11161 -7.06701 -3.13079 0.1064 0.2105 0.1195 0.07
H -3.25031 -9.29494 -3.08937 0.0741 -0.0919 0.0750 0.10
H -3.84110 -9.46680 -1.42293 -0.0935 0.0598 -0.0106 0.11
H -1.31780 -8.79401 -1.63922 0.0806 -0.2853 0.2478 0.12
H -2.25942 -7.61389 -0.69036 -0.0122 0.0888 0.1537 0.10
H -1.20920 -5.56175 -1.43703 -0.3490 -0.0848 0.2462 0.09
H -0.69192 -5.61461 -3.11204 -0.0554 0.3159 0.0814 0.08
H 0.11698 -6.57085 -1.96644 -0.1333 -1.0343 0.2156 0.08
C -2.04905 1.31517 -2.27192 0.1649 1.6326 -0.2169 -0.06
O -3.09993 2.28557 -2.61493 0.7766 -1.6010 1.1859 -0.22
C -4.16088 1.74454 -3.36706 0.3077 1.2491 -1.7954 -0.22
C -5.22780 2.83497 -3.58400 -0.2653 -1.0148 0.2499 -0.22
N -4.91565 4.02161 -4.39994 0.6323 -0.6241 1.1399 -0.04
C -4.31457 5.05652 -3.50771 0.3149 0.6810 -0.2265 -0.18
C -3.41123 6.13568 -4.18219 -0.8488 -0.4926 -0.0313 -0.18
O -4.16449 7.25834 -4.68146 0.5201 -1.0465 -0.8507 -0.20
C -4.91633 6.88127 -5.84718 -0.6990 -0.4371 1.3108 -0.10
H -1.42385 1.81774 -1.53392 -0.2239 0.0472 0.2789 0.06
H -1.35418 1.19493 -3.10306 -0.3323 -0.3588 -0.4208 0.09
H -2.35489 0.35583 -1.85451 -0.5919 0.0586 -0.2508 0.06
H -4.58472 0.80771 -3.00538 -0.1190 0.0726 0.6827 0.11
H -3.78766 1.50917 -4.36375 0.2041 -0.2303 -0.3043 0.12
H -5.59028 3.09468 -2.58938 -0.1374 0.4000 0.3845 0.10
H -6.07235 2.33137 -4.05433 -0.0333 -0.1342 -0.1716 0.12
H -5.83986 4.31155 -4.68606 0.1444 0.4143 -0.2709 0.08
H -3.70066 4.54265 -2.76802 -0.0036 -0.0661 -0.1539 0.08
H -5.11427 5.56072 -2.96515 -0.0517 0.2375 0.2334 0.12
H -2.86225 5.59173 -4.95086 -0.0102 0.2232 -0.5747 0.12
H -2.63856 6.53448 -3.52489 -0.3926 0.0414 0.3832 0.11
H -4.35226 6.58162 -6.73043 0.4662 0.7800 -0.0883 0.09
H -5.68138 7.64826 -5.96774 0.4091 0.1617 -0.5574 0.09
H -5.47064 5.96654 -5.63718 -0.2082 -0.0051 0.1429 0.05
C -4.73292 9.33451 -1.75726 0.0288 0.4563 -0.3508 -0.13
O -3.77835 8.71690 -0.89695 0.3154 0.8052 -0.7923 -0.20
C -2.76990 9.70198 -0.52321 0.1140 -2.3741 1.4883 -0.17
C -1.53060 8.95408 0.10083 -0.4554 1.3064 -1.5824 -0.20
N -0.64057 8.43597 -0.93733 0.1257 -0.5782 1.0277 -0.05
C 0.49113 7.73265 -0.30644 0.0454 -0.4430 -1.1732 -0.18
C 0.12894 6.26956 0.08638 0.4842 0.5129 -0.1518 -0.18
O -0.73506 5.71135 -0.91343 0.0074 -0.6733 0.8720 -0.19
C -1.45171 4.56098 -0.41677 0.3150 0.6036 -0.5142 -0.06
H -5.33624 8.67628 -2.38243 0.2844 -0.7712 0.5262 0.07
H -4.23868 9.95898 -2.50148 0.2649 0.1786 -0.0031 0.08
H -5.42743 9.97905 -1.21845 -0.0259 0.0857 0.3462 0.08
H -3.18568 10.27457 0.30586 -0.1609 0.5341 -0.1781 0.11
H -2.47306 10.32213 -1.36902 0.0542 -0.0662 0.0286 0.12
H -1.78256 8.18240 0.82824 -0.5448 0.1042 0.2273 0.10
H -0.97008 9.75594 0.58139 0.0602 -0.0333 0.4177 0.11
H -1.06416 7.58968 -1.29011 -1.0101 0.3151 -0.9598 0.07
H 0.94742 8.30271 0.50284 -0.0552 -0.1378 0.1377 0.12
H 1.20761 7.66092 -1.12475 0.4339 -0.0736 0.2161 0.09
H -0.31250 6.21928 1.08173 -0.3308 -0.1028 0.0835 0.09
H 1.06271 5.70801 0.11535 0.0856 -0.2282 0.1476 0.11
H -2.01015 4.85642 0.47147 -0.3323 -0.0424 -0.0221 0.07
H -0.83147 3.70893 -0.13852 0.5793 0.1511 0.1011 0.08
H -2.08243 4.19471 -1.22679 -0.2325 0.2898 0.1145 0.07
C 2.07235 2.55135 -1.10432 0.9162 -0.5730 0.7153 -0.10
O 2.99516 3.21731 -1.93455 0.6780 0.6691 -0.6787 -0.20
C 4.31131 3.43509 -1.37796 0.7450 -0.2725 0.0811 -0.20
C 5.26547 4.27949 -2.28835 -3.0375 0.8634 -0.2767 -0.15
N 4.54416 5.50266 -2.73824 1.2281 -0.1913 0.1452 -0.06
C 4.18596 6.37041 -1.63125 0.0910 1.4230 -0.4901 -0.20
C 4.10711 7.87134 -2.08040 -1.2009 -1.4937 1.9178 -0.25
O 5.36585 8.45228 -2.18025 0.6095 -1.1581 -0.4613 -0.17
C 5.34141 9.52491 -3.05080 -0.3295 0.7085 -0.1178 -0.13
H 2.31932 1.49585 -0.99024 0.0550 -0.3900 -0.3078 0.07
H 1.04596 2.60681 -1.46700 0.2147 0.3967 -0.2762 0.08
H 2.13995 2.90235 -0.07460 -0.2608 0.5308 0.2080 0.08
H 4.89481 2.52038 -1.27337 -0.4813 -0.6082 0.3990 0.09
H 4.19846 3.89712 -0.39720 0.0018 0.0921 0.1508 0.10
H 5.47721 3.66666 -3.16454 0.4601 0.2106 0.0072 0.09
H 6.15495 4.65305 -1.78102 0.0566 -0.6688 0.1194 0.12
H 3.72215 5.23780 -3.26192 -0.1262 -0.0450 0.1099 0.10
H 4.90626 6.39072 -0.81341 0.5293 -0.4368 -0.2434 0.12
H 3.26969 6.04973 -1.13557 -0.5057 0.2349 -0.0569 0.10
H 3.61045 8.40989 -1.27331 -0.4578 0.0988 0.3182 0.11
H 3.40742 7.95163 -2.91233 0.5539 0.1635 -0.7494 0.12
H 6.31233 10.01959 -3.02411 -0.1097 -0.0364 -0.1644 0.09
H 4.55401 10.20235 -2.72040 0.0082 0.6143 0.0385 0.08
H 5.04363 9.22298 -4.05493 0.3409 -0.1010 -0.3122 0.09
```
Forces are in eV/Å.

Results
HOMO-LUMO gap in hartree: 0.2851
Lowest unoccupied orbital energy in eV: -0.35
HOMO level in Ha: -0.29814
Calculated total energy in Ha: -6517.8670